This record from OMol25 describes a structure of composition C27H21Cl3FeN5OS8. The level of theory is ωB97M-V with the def2-TZVPD basis set.

Computed properties:
Energy relative to the best compared isomer or geometry (same formula, charge and spin), kJ/mol: 19.6
Max |F|, eV Å⁻¹: 0.85
Multiplicity: 2
HOMO (alpha / beta), Ha: -0.2571 / -0.2843
Kohn-Sham gap (alpha / beta), Ha: 0.2302 / 0.2270
E_tot, Ha: -7220.3544
Lowest unoccupied orbital energy (alpha / beta), eV: -0.73 / -1.56
<S²>: 0.774

CARTESIAN COORDINATES (ANGSTROEM)
Cl  5.636  0.106  -0.653
H  2.966  -0.488  0.588
S  0.045  2.776  4.255
H  0.191  -1.648  -0.597
C  2.925  2.882  0.144
H  -4.037  -3.695  0.503
C  4.695  1.509  -0.358
H  -6.034  -2.270  0.044
H  1.568  0.598  0.601
S  5.385  3.070  -0.499
H  -6.143  1.646  1.839
H  1.063  1.539  -1.535
H  5.460  0.521  -4.634
H  -2.098  1.166  -2.722
C  -0.352  -6.475  1.409
C  2.485  0.336  0.064
C  2.561  1.342  -3.053
H  3.763  -0.417  -3.089
C  4.608  1.110  -4.326
C  -0.663  1.314  3.628
C  1.551  0.741  -2.103
H  0.105  0.548  -3.717
H  -0.823  -6.482  0.430
H  0.865  -0.967  -3.206
H  -3.433  0.444  -0.433
H  0.280  -7.355  1.521
H  3.817  4.879  -0.025
S  0.519  3.363  7.121
C  -0.396  -3.729  1.686
C  -0.639  -1.015  -0.862
Cl  1.067  3.616  -3.117
C  -6.266  -0.277  0.864
N  -1.663  -3.991  1.477
C  -0.002  2.364  5.943
C  -1.014  0.357  4.580
C  -4.382  0.469  2.144
C  -2.486  0.094  -0.808
S  0.740  -5.056  1.603
C  3.374  1.539  -0.024
H  -3.838  1.225  2.697
C  3.394  3.194  -4.386
C  -4.374  -1.649  1.254
C  3.650  0.587  -3.476
C  -5.657  0.700  1.645
S  0.302  -2.186  1.999
C  -3.615  -2.892  1.099
C  0.459  -0.017  -2.856
H  3.288  4.209  -4.739
C  2.447  2.639  -3.540
S  -0.910  1.103  1.968
S  -0.673  0.792  6.240
C  -1.843  0.465  -1.946
Cl  5.675  3.100  -5.812
N  -3.743  -0.679  1.940
H  -7.240  -0.094  0.428
H  -1.117  -6.471  2.180
H  1.910  3.134  0.424
O  2.143  -0.194  -1.224
N  -2.443  -2.882  1.611
Fe  -1.718  -1.083  1.905
S  -1.704  -1.127  4.202
C  4.473  2.417  -4.765
C  3.895  3.805  -0.085
N  -1.720  -0.831  -0.129
N  -0.668  -0.250  -1.968
C  -5.609  -1.482  0.649



This record from OMol25 describes a structure of composition C27H21F5N4PRuS3. The level of theory is ωB97M-V with the def2-TZVPD basis set.

Computed properties:
Net charge: +1
Max |F|, eV Å⁻¹: 0.17
HOMO, Ha: -0.4149
Kohn-Sham gap, Ha: 0.2175
E_tot, Ha: -3390.5158
Lowest unoccupied orbital energy, eV: -5.37

CARTESIAN COORDINATES (ANGSTROEM)
C  -0.241  -1.392  1.320
N  1.984  -0.843  1.164
C  0.482  -3.764  -1.330
H  1.266  -1.801  5.678
C  -0.279  -1.081  2.755
C  -1.315  0.099  4.580
H  -2.357  3.201  -5.743
N  -1.298  -1.920  -0.737
H  1.958  1.875  -1.947
C  -1.854  3.440  -4.815
H  -0.684  2.153  1.411
N  0.833  -1.304  0.587
C  -2.633  -2.143  1.220
C  1.705  -4.711  -1.397
H  -1.966  0.232  2.538
F  -0.318  -4.299  -0.380
H  -4.661  -2.758  0.897
F  2.507  -4.377  -2.410
H  -0.454  -0.236  6.513
C  -1.386  4.728  -4.586
H  -2.170  -2.286  -2.559
C  0.520  1.952  -0.344
C  -3.715  -2.507  0.436
C  -3.574  -2.540  -0.939
C  0.564  -1.349  4.990
H  -2.705  -2.110  2.296
S  -2.523  1.132  -0.392
P  -0.898  1.503  -1.376
C  1.797  2.073  -0.894
C  3.015  -0.974  0.394
H  -4.400  -2.798  -1.585
H  -1.523  5.493  -5.338
F  -0.151  -3.887  -2.541
H  -2.069  0.784  4.944
C  -0.748  5.037  -3.394
N  4.220  -0.567  0.812
H  -0.391  6.042  -3.213
S  -0.107  -0.044  -2.619
C  -1.263  -0.214  3.231
C  -1.685  2.462  -3.852
C  2.647  2.724  1.261
C  -1.440  -1.822  0.599
C  2.854  2.467  -0.090
F  1.286  -5.959  -1.591
C  -0.569  4.060  -2.426
C  0.314  2.223  1.004
C  -1.032  2.768  -2.657
H  1.398  -2.321  3.271
H  1.219  2.794  2.861
F  2.394  -4.671  -0.257
S  2.935  -1.720  -1.209
H  -0.072  4.308  -1.497
C  1.382  2.595  1.809
Ru  0.725  -1.720  -1.317
H  4.301  -0.113  1.707
H  5.022  -0.625  0.211
H  -2.064  1.462  -4.023
C  0.639  -1.646  3.640
H  3.477  3.037  1.882
C  -0.405  -0.471  5.458
C  -2.338  -2.252  -1.492
H  3.841  2.580  -0.519



This record from OMol25 describes a structure of composition C27H21N7RhSe in a non-equilibrium geometry. The level of theory is ωB97M-V with the def2-TZVPD basis set.

Computed properties:
Net charge: +1
Energy relative to the best compared isomer or geometry (same formula, charge and spin), kJ/mol: 0.0
Max |F|, eV Å⁻¹: 1.41
HOMO (alpha / beta), Ha: -0.3650 / -0.3650
Kohn-Sham gap (alpha / beta), Ha: 0.2048 / 0.2048
E_tot, Ha: -3936.5989
Lowest unoccupied orbital energy (alpha / beta), eV: -4.36 / -4.36

CARTESIAN COORDINATES (ANGSTROEM)
N  -0.292  1.227  -1.773
N  0.494  -1.131  1.456
H  -2.021  4.545  4.373
C  -4.470  0.941  0.564
C  1.836  -1.206  1.371
C  -1.184  2.283  -3.709
H  -3.113  -2.411  3.940
C  -1.548  -2.399  -0.783
H  -5.371  0.570  0.097
H  -2.258  1.812  -1.913
H  -2.035  2.724  -4.207
H  0.908  2.457  1.200
H  -4.190  3.818  3.434
H  -1.782  -0.735  2.701
C  1.116  1.640  -3.658
C  -0.861  3.220  3.128
C  -3.261  3.382  3.090
C  -2.063  3.781  3.608
C  -3.227  0.392  0.206
H  4.293  -0.346  -0.900
C  0.058  2.219  -4.328
C  3.864  -0.738  0.011
N  1.602  -0.042  -0.633
Rh  -0.218  0.149  0.009
C  -0.567  -4.379  2.920
N  0.338  1.709  1.586
H  0.191  2.604  -5.329
H  4.658  -2.252  2.928
C  -1.752  -4.015  3.542
C  -2.105  1.798  1.651
C  -3.307  2.379  2.094
H  -3.171  -0.416  -0.514
H  0.089  3.561  3.523
Se  -2.484  -3.811  -0.366
C  -4.513  1.926  1.509
C  0.913  1.122  -2.385
C  4.030  -1.822  2.158
C  -0.879  2.262  2.156
C  4.623  -1.340  0.959
C  -1.452  -1.764  2.755
C  2.466  -0.637  0.216
C  -0.244  -2.114  2.152
C  -2.192  -2.704  3.452
H  1.081  -3.739  1.708
C  0.180  -3.440  2.229
N  1.948  0.465  -1.743
H  -5.451  2.364  1.826
C  2.682  -1.764  2.365
H  -2.334  -4.750  4.081
H  2.250  -2.132  3.285
H  2.100  1.548  -4.096
H  -0.226  -5.405  2.962
N  -2.089  0.803  0.727
H  5.687  -1.451  0.807
H  0.885  1.236  2.302
N  -0.914  -1.440  -1.064
C  -1.311  1.774  -2.435



This record from OMol25 describes a structure of composition C27H22Br2N4O5Sc in a non-equilibrium geometry. The level of theory is ωB97M-V with the def2-TZVPD basis set.

Computed properties:
Net charge: -1
Energy relative to the best compared isomer or geometry (same formula, charge and spin), kJ/mol: 69.0
Max |F|, eV Å⁻¹: 1.74
HOMO, Ha: -0.1046
Kohn-Sham gap, Ha: 0.1768
E_tot, Ha: -7546.2082
Lowest unoccupied orbital energy, eV: 1.96

CARTESIAN COORDINATES (ANGSTROEM)
O  7.336  -0.145  0.189
O  1.310  0.871  -0.997
C  -1.011  3.719  2.401
C  -1.328  -3.658  -2.135
C  -1.885  1.668  -2.226
C  3.348  0.665  -2.172
C  -2.091  2.693  -3.258
H  -2.915  2.365  -3.892
C  -2.535  1.176  4.681
N  6.801  0.042  -0.887
C  -1.607  1.036  2.447
C  -2.353  4.067  -2.645
C  2.539  -0.078  1.451
H  -2.608  -1.953  -2.458
N  -0.047  -1.846  -1.158
H  -1.241  -2.026  -3.527
H  1.640  -4.547  1.211
C  2.549  0.586  -0.985
C  -1.049  -5.943  -1.370
C  -1.623  3.200  3.501
O  1.327  -0.210  1.569
H  -1.513  4.379  -2.026
Br  -3.009  2.168  6.231
H  0.379  -6.181  0.215
H  -1.869  3.834  4.344
C  -0.107  -5.477  -0.458
C  1.237  -3.689  0.665
Br  -2.776  -2.789  3.568
C  -1.990  -2.653  -3.032
H  2.063  -3.141  0.199
H  -1.306  -6.993  -1.428
H  -2.619  -3.137  -3.784
H  2.831  0.873  -3.099
H  -3.246  4.052  -2.021
C  -1.936  1.822  3.569
O  -1.574  -1.036  1.301
N  -0.984  1.579  1.360
C  -1.656  -5.002  -2.200
C  5.336  0.199  -0.917
N  -1.712  0.873  -1.422
C  -0.360  -3.169  -1.212
H  -1.198  2.695  -3.884
C  -0.692  2.847  1.336
C  -1.872  -0.393  2.368
H  -3.207  -0.660  5.492
H  -0.755  4.768  2.338
O  7.406  0.175  -1.934
C  0.234  -4.135  -0.359
H  -2.493  4.804  -3.434
H  0.799  -3.008  1.401
H  5.135  -0.209  1.158
C  -2.426  -0.943  3.514
C  3.239  0.209  0.217
H  3.168  -0.208  2.348
C  4.699  0.486  -2.136
H  -0.170  3.209  0.454
C  4.624  0.048  0.238
C  -2.759  -0.165  4.641
H  -2.403  -5.321  -2.923
Sc  -0.177  -0.320  -0.041
H  5.296  0.556  -3.033